C28H68N2O7 | ωB97M-V with the def2-TZVPD basis set

```
105
Properties=species:S:1:pos:R:3:lowdin_spin:R:1
O -8.0577 15.5468 4.5769 0.00
O 1.5420 20.5027 4.2463 0.00
O -1.3273 13.9498 6.0403 0.00
O -1.1833 17.1247 6.8047 0.00
O -0.7466 18.9103 8.9071 0.00
O -3.5089 22.0875 2.2109 0.15
O -0.3772 17.4370 -2.3996 0.00
N -0.9151 17.4038 -1.1367 0.00
N -4.6777 22.1912 2.9762 0.62
C -5.6485 21.0012 2.6569 0.04
C -2.4136 15.4791 -1.5387 0.00
C -2.9563 18.8415 -1.7212 0.00
C -5.4108 24.3540 1.9001 0.05
C -6.8119 16.2158 5.0055 0.00
C -1.5155 20.7221 7.6346 0.00
C -3.0513 17.3956 5.0801 0.00
C -5.9633 20.9420 1.1050 0.03
C 1.1481 18.1643 3.7018 0.00
C -3.5415 13.8269 5.2359 0.00
C -1.6598 18.6896 -0.8708 0.00
C -2.0964 18.7151 0.6309 0.00
C -6.8555 16.2856 6.5539 0.00
C -2.5975 17.1223 6.5967 0.00
C -1.8712 16.1502 0.8014 0.00
C -6.4265 23.5985 4.0479 0.00
C 2.0137 19.1609 4.4613 0.00
C -0.7848 19.9668 -1.0994 0.00
C -1.3454 16.1277 -0.6558 0.00
C -2.5787 17.4268 1.1984 0.00
C -2.4242 13.1362 5.9386 0.00
C -0.2727 20.0500 8.3511 0.00
C -0.0934 15.1773 -0.5984 0.00
C -5.1212 23.5707 3.2316 0.05
C -3.8969 24.1416 3.9799 0.02
C -6.9914 21.2553 3.4426 0.00
C -7.4921 22.7134 3.5443 0.00
C -5.1198 19.7306 3.2038 0.01
H -1.2507 18.9708 1.2693 0.00
H 0.5443 15.5573 0.1998 0.00
H -1.4691 20.7705 -0.8274 0.00
H -6.7087 24.6371 3.8756 0.00
H -6.2671 23.9517 1.3587 0.00
H 1.4090 17.1065 3.6704 0.00
H -2.7249 18.3741 4.7278 0.00
H -1.3462 21.5021 6.8923 0.00
H -4.1416 13.1878 4.5883 0.00
H 1.6706 20.9849 5.0664 0.00
H -4.1317 17.2908 4.9811 0.00
H -1.0341 16.1822 6.9094 0.00
H -6.1820 21.9112 0.6567 0.00
H -3.2528 16.1745 -1.5222 0.00
H -5.1358 19.8501 4.2871 0.00
H -5.0185 20.7546 0.5948 0.00
H -3.7499 18.2343 -1.2857 0.00
H 0.1051 20.6416 9.1849 0.00
H -3.0733 16.1973 6.9225 0.00
H -6.7055 15.3286 7.0537 0.00
H -6.7261 20.2305 0.7888 0.00
H -5.9456 15.7007 4.5904 0.00
H -8.3304 22.7346 4.2406 0.00
H -6.0946 16.9523 6.9594 0.00
H 0.5476 17.6070 -2.2057 0.00
H -2.6436 15.4047 0.9908 0.00
H 0.5549 15.0542 -1.4659 0.00
H -6.3081 23.4701 5.1238 0.00
H -2.9968 21.3575 2.5667 0.01
H -7.7725 16.8441 6.7418 0.00
H -7.8295 23.0424 2.5614 0.00
H 2.0593 18.9125 5.5216 0.00
H -2.5048 17.5252 2.2814 0.00
H -4.0995 19.5517 2.8644 0.00
H -6.9791 21.0291 4.5088 0.00
H -2.9953 17.8540 7.2998 0.00
H -0.4197 14.1518 -0.4253 0.00
H -2.5403 16.5674 4.5891 0.00
H -2.1622 15.4329 -2.5983 0.00
H -2.2295 21.1626 8.3304 0.00
H -4.0805 24.2697 5.0466 0.00
H 3.0500 19.2399 4.1325 0.00
H -5.5067 25.4090 2.1567 0.00
H -2.8259 18.8143 -2.8030 0.00
H -1.0990 16.0490 1.5639 0.00
H -2.8740 23.7685 3.9275 0.00
H -7.9266 14.6106 4.7443 0.00
H 1.2207 18.5366 2.6799 0.00
H -3.3404 19.8461 -1.5443 0.00
H -3.6163 17.1632 0.9934 0.00
H 0.1449 18.1057 4.1240 0.00
H -0.4168 20.1135 -2.1148 0.00
H -2.7485 12.6935 6.8803 0.00
H -3.8486 25.1701 3.6222 0.00
H 0.5702 19.9548 7.6666 0.00
H -2.6791 19.6263 0.7660 0.00
H -5.6185 18.8181 2.8772 0.00
H -0.6903 13.3688 5.6180 0.00
H -2.1325 20.0580 7.0294 0.00
H -2.6688 14.5834 -0.9724 0.00
H -3.0627 14.4316 4.4658 0.00
H -0.8491 18.1957 8.2744 0.00
H -6.7510 17.2326 4.6175 0.00
H 0.1237 20.1035 -0.5129 0.00
H -4.2875 14.4813 5.6869 0.00
H -2.1024 12.2860 5.3371 0.00
H -7.8214 20.7686 2.9304 0.00
H -4.5136 24.3086 1.2828 0.00
```

## Properties
- Kohn-Sham gap (alpha / beta) (eV) = 7.58 / 3.46
- spin multiplicity = 2
- LUMO energy (alpha / beta) (eV) = -2.391 / -6.513
- net charge = +1



C28H68N9O9 | ωB97M-V with the def2-TZVPD basis set

```
114
Properties=species:S:1:pos:R:3:mulliken_charge:R:1
O -0.8161 2.9890 -0.8328 -0.48
O -0.8403 0.1107 1.7131 -0.16
O 1.8318 -0.0669 -2.3106 -0.48
O -1.1882 -4.9466 6.7811 -0.55
O -1.4713 -0.3529 -4.2716 -0.64
O -3.6057 3.9502 3.2296 -0.75
O 1.4213 1.0456 4.9216 -0.55
O 1.3137 -2.9293 -1.5608 -0.73
O -3.3663 -3.2756 -0.1904 -0.63
N -0.0238 4.8773 -1.7344 -0.13
N 3.4135 -3.5817 -1.8104 -0.15
N 3.1650 2.3529 4.5149 -0.16
N -0.8950 -1.1466 -1.7293 1.98
N -3.0881 3.6196 1.0249 0.28
N -2.4893 -3.4093 -2.2916 -0.45
N -2.1208 1.4304 -5.4656 -0.04
N 0.5788 -3.7150 6.6529 -0.18
N 3.1777 0.8572 -3.8237 -0.16
C -2.4925 -3.6804 -0.9682 1.26
C 2.1295 1.9700 5.1896 0.77
C 3.9207 -3.4230 -0.4331 -0.90
C 4.0463 0.3643 -1.5886 -1.05
C 0.4650 -5.5329 8.3119 -1.13
C -2.1786 2.3660 -4.3403 -0.52
C -1.2852 -4.5272 -0.5158 -1.71
C -3.5392 -2.6668 -2.9668 -0.36
C 2.2524 -3.2329 -2.3007 0.63
C -2.1243 -0.6893 -6.4951 -1.50
C 0.1037 3.7087 -1.1072 0.48
C -1.8423 0.1991 -5.3257 0.57
C 1.4923 3.2427 -0.6664 -0.89
C -2.7878 3.7798 2.2740 0.84
C -4.4077 3.7846 0.4911 -1.53
C -1.2358 3.6295 2.5405 -0.27
C -1.0569 -0.3238 -0.6058 1.81
C -0.6708 -0.8971 0.8044 -3.05
C 2.1410 0.9811 -4.7771 -1.04
C 0.1131 -2.8249 5.6401 -0.70
C -0.7021 -0.3530 2.9075 -1.16
C 3.7592 1.5002 3.4661 -1.02
C 1.7156 2.9571 6.2872 -1.33
C -2.5144 0.2546 -0.6264 -1.70
C -0.0949 -4.8005 7.1406 0.67
C -1.2761 5.3970 -2.2389 -0.73
C 2.9485 0.3636 -2.5979 0.76
C 2.1071 -3.1070 -3.7742 -1.58
H 0.9223 -2.7697 4.7997 0.20
H 4.4579 0.7205 3.5520 0.37
H 2.7988 -2.6917 -4.1564 0.79
H 4.0507 -0.3969 -0.8355 0.14
H 0.0361 -1.4838 -1.6333 -0.67
H 2.8942 0.9982 2.9048 0.08
H -2.6371 0.7942 -1.5082 0.28
H -1.9144 4.4601 -2.4984 0.03
H 4.1834 1.2736 -3.9720 0.30
H -1.3036 -5.4195 -0.2089 0.70
H 1.6201 -3.7972 6.7657 0.26
H -1.8074 6.1377 -1.6530 0.34
H -0.7344 -4.0067 0.2502 0.31
H -3.1308 -1.0164 -6.6516 0.32
H -3.2386 -1.6067 -2.7513 -0.06
H -2.5152 0.8012 0.3424 0.35
H 2.0813 3.8819 0.0511 0.49
H -1.5235 3.4922 -4.5358 0.13
H 1.3215 -5.1674 8.9664 0.31
H -2.9966 2.7312 -3.8282 0.65
H -0.8365 0.5205 3.4887 0.39
H -0.5110 0.6136 -0.9240 -0.34
H 1.9472 -4.1573 -4.0909 0.42
H -3.3226 -0.5036 -0.5234 0.36
H 0.4289 -0.9891 0.6847 0.53
H -4.6002 3.6507 -0.5173 0.39
H -0.7415 4.5996 2.2692 0.29
H -1.3792 -1.0382 3.2205 0.66
H -4.5424 4.7514 0.6682 0.64
H 1.8046 0.0361 -5.1568 0.32
H 2.7187 1.5837 -5.5913 0.34
H 1.0981 2.4090 6.8083 0.38
H 5.1698 0.6060 -2.0410 0.28
H 1.2168 -6.3895 8.0686 0.28
H 1.1339 -2.6602 -3.8095 0.04
H 4.2915 1.9956 2.8292 0.52
H -0.9411 2.9558 1.8296 -0.35
H -0.2857 -6.0495 8.9061 0.32
H -0.9299 -3.0446 5.3179 0.31
H 3.3441 -2.7156 0.2804 0.18
H -0.0998 -1.7304 6.0315 0.22
H -0.9616 -0.6250 -2.5172 0.56
H -1.9126 -3.9501 -2.8261 0.10
H -1.5144 -1.6416 -6.3936 0.25
H -1.2116 6.0549 -3.1505 0.29
H 2.0188 3.2155 -1.6926 0.36
H 0.1532 -1.1307 3.0592 0.21
H -1.7920 2.0895 -3.5443 -0.35
H 3.5800 -4.3581 0.0679 0.32
H 1.6273 2.2103 -0.2007 -0.07
H -0.8250 -4.5100 -1.3159 0.41
H 3.8266 1.2433 -0.8470 0.21
H -1.4812 -1.9289 -1.7325 -0.58
H -0.8808 3.3257 3.5201 0.33
H 4.9171 -3.1295 -0.3596 0.42
H -2.2913 1.8954 -6.4095 0.33
H 4.2360 -3.5969 -2.4682 0.29
H -4.5124 -2.8528 -2.6800 0.39
H 2.4444 3.3928 6.8575 0.47
H -2.2556 3.4042 0.3847 -0.14
H 3.7575 3.1864 4.5706 0.27
H -3.6559 -2.3928 -4.1294 0.12
H 0.7113 5.4549 -1.9355 0.20
H 1.2870 1.5102 -4.6075 0.27
H -5.1688 3.5675 1.2116 0.48
H -1.0221 -1.7164 0.9563 2.03
H 1.0705 3.8018 5.8019 0.24
H -1.6559 -0.1468 -7.3100 0.49
```

## Properties
- energy above the lowest of the compared OMol25 structures with the same formula, charge and spin (eV) = 2.8275
- Kohn-Sham gap (eV) = 8.33
- spin multiplicity = 1
- LUMO energy (eV) = -2.022
- net charge = +1